The following is a quantum chemistry calculation of a structure of composition C52H59N6O2S4SiSr, from the OMol25 dataset.

Its net charge is -1. The calculation puts the LUMO energy (alpha / beta) at 2.1 / 1.6 eV. The calculated total energy is -119965.505 eV. As for the spin multiplicity: 1.

Last column: Mulliken charge in e.
Element x y z (Å)
Sr: -0.56 -0.24 -0.05  2.110
N: -1.69 -0.94 -1.87  -0.642
S: -2.50 -2.13 -2.01  1.019
N: -1.85 -3.36 -2.88  0.384
S: -1.17 -4.67 -2.42  1.438
N: -0.11 -4.69 -1.27  -0.456
S: 1.00 -3.48 -1.03  1.407
N: 0.59 -2.15 -0.66  -1.112
C: 2.00 -4.36 0.21  0.565
C: 1.59 -4.27 1.53  -0.695
C: 2.34 -4.87 2.52  -0.650
C: 3.51 -5.55 2.19  -0.644
C: 3.92 -5.63 0.88  -0.903
C: 3.17 -5.03 -0.12  -0.126
C: 2.03 -3.60 -2.52  0.003
C: 2.61 -2.44 -2.97  0.032
C: 3.47 -2.49 -4.06  -0.351
C: 3.69 -3.69 -4.71  -1.008
C: 3.06 -4.85 -4.28  -1.022
C: 2.24 -4.81 -3.16  -0.427
C: -0.54 -5.26 -3.97  0.028
C: -0.41 -4.37 -5.05  -0.157
C: -0.03 -4.84 -6.28  -0.964
C: 0.21 -6.20 -6.48  -0.772
C: 0.07 -7.08 -5.41  -0.767
C: -0.31 -6.63 -4.17  -0.594
C: -2.38 -5.83 -1.88  0.215
C: -2.26 -6.48 -0.65  -0.353
C: -3.25 -7.35 -0.25  -0.574
C: -4.35 -7.60 -1.08  -0.742
C: -4.45 -6.95 -2.31  -0.586
C: -3.47 -6.08 -2.72  -1.092
C: -3.89 -1.77 -3.12  -0.136
C: -3.96 -2.32 -4.38  -0.392
C: -4.92 -1.88 -5.28  -0.844
C: -5.81 -0.89 -4.90  -0.572
C: -5.74 -0.33 -3.64  -0.741
C: -4.77 -0.76 -2.74  0.072
C: -3.29 -3.01 -0.63  0.257
C: -4.45 -3.71 -0.92  -0.453
C: -5.07 -4.46 0.06  -0.837
C: -4.51 -4.51 1.33  -0.977
C: -3.36 -3.80 1.62  -0.887
C: -2.74 -3.04 0.63  0.384
H: 0.69 -3.71 1.74  0.460
H: 2.03 -4.81 3.55  0.458
H: 4.10 -6.03 2.97  0.377
H: 4.83 -6.15 0.61  0.454
H: 3.49 -5.09 -1.15  0.378
H: 2.39 -1.53 -2.44  -0.304
H: 3.96 -1.59 -4.41  0.522
H: 4.36 -3.74 -5.55  0.406
H: 3.21 -5.79 -4.80  0.408
H: 1.80 -5.71 -2.75  0.857
H: -0.61 -3.32 -4.88  0.580
H: 0.08 -4.15 -7.11  0.452
H: 0.50 -6.56 -7.45  0.377
H: 0.26 -8.14 -5.56  0.407
H: -0.44 -7.30 -3.33  0.461
H: -1.40 -6.27 -0.03  0.483
H: -3.18 -7.85 0.70  0.479
H: -5.12 -8.28 -0.76  0.392
H: -5.30 -7.14 -2.95  0.426
H: -3.53 -5.56 -3.66  0.438
H: -3.25 -3.09 -4.65  0.212
H: -4.97 -2.32 -6.27  0.439
H: -6.55 -0.53 -5.61  0.384
H: -6.42 0.45 -3.34  0.434
H: -4.69 -0.32 -1.76  0.403
H: -4.85 -3.67 -1.93  0.497
H: -5.97 -5.01 -0.16  0.487
H: -4.98 -5.12 2.10  0.406
H: -2.94 -3.82 2.61  0.562
H: -1.85 -2.48 0.85  0.318
O: -2.19 0.31 1.33  -0.759
C: -1.41 0.09 2.28  0.872
O: -0.64 -0.89 2.34  -0.568
C: -1.41 1.10 3.39  -0.845
C: -2.01 0.83 4.61  -0.117
C: -2.07 1.78 5.61  -0.715
C: -1.51 3.03 5.38  -0.522
C: -0.89 3.32 4.18  -0.785
C: -0.82 2.36 3.16  0.512
S: -0.02 2.75 1.68  -0.279
H: -2.45 -0.16 4.76  0.425
H: -2.53 1.55 6.56  0.355
H: -1.56 3.79 6.15  0.338
H: -0.46 4.29 4.00  0.411
C: 3.08 -1.10 1.63  -1.175
N: 2.88 0.32 1.50  1.480
C: 2.64 0.91 2.80  -1.500
C: 3.99 0.98 0.83  -1.451
C: 3.88 0.98 -0.70  -0.658
N: 2.68 1.64 -1.18  1.080
C: 2.57 3.00 -0.70  -0.859
C: 2.62 1.60 -2.62  -0.394
H: 3.99 -1.35 2.21  0.292
H: 3.15 -1.57 0.65  0.055
H: 2.22 -1.53 2.14  0.378
H: 3.52 0.81 3.47  0.363
H: 1.80 0.40 3.27  0.222
H: 2.38 1.96 2.68  0.411
H: 4.96 0.53 1.09  0.381
H: 4.01 2.02 1.16  0.549
H: 3.87 -0.05 -1.07  0.060
H: 4.79 1.48 -1.09  0.410
H: 3.49 3.58 -0.88  0.271
H: 2.32 2.99 0.36  -0.034
H: 1.74 3.49 -1.21  0.114
H: 3.48 2.12 -3.09  0.347
H: 1.69 2.08 -2.94  0.002
H: 2.60 0.57 -2.98  -0.239
C: -1.95 1.60 -3.61  -0.812
Si: -1.60 2.22 -1.80  1.013
C: -0.99 4.05 -2.15  -1.431
C: -3.33 2.52 -0.97  -0.998
H: -2.85 2.05 -4.02  0.352
H: -2.07 0.53 -3.61  -0.104
H: -1.13 1.84 -4.28  0.408
H: -1.75 4.62 -2.67  0.461
H: -0.10 4.05 -2.78  0.363
H: -0.75 4.57 -1.23  0.339
H: -4.11 2.77 -1.69  0.467
H: -3.26 3.32 -0.25  0.328
H: -3.64 1.63 -0.42  0.102